(1)
Below is a structure of composition H3O3P3, with properties calculated with the ωB97M-V functional and the def2-TZVPD basis.

Last column: natural (NBO) charge in e.
Cartesian coordinates (Å):
O1 1.49 1.59 0.25  -1.2188
O2 0.43 -0.42 1.48  -1.2114
O3 -0.42 1.78 1.88  -1.2465
P1 -0.44 -1.57 -0.04  0.1582
P2 -1.21 0.37 -0.79  -0.4313
P3 0.34 0.99 0.90  2.2985
H1 0.89 -1.30 -0.45  -0.0322
H2 -0.89 -2.38 -1.44  -0.2885
H3 -0.19 0.94 -1.79  -0.0282

Summary:
LUMO energy	0.2761	Eh
HOMO level	0.32	eV
energy relative to the best compared isomer or geometry (same formula, charge and spin)	13.4	kcal per mole
E_tot	-34057.42338	eV
charge	-2

=====

(2)
Below is a structure of composition H3O3Pm, with properties calculated with the ωB97M-V functional and the def2-TZVPD basis.

Last column: Mulliken spin population.
Cartesian coordinates (Å):
O1 -1.76 1.81 -1.08  0.0039
Pm1 1.27 0.71 -0.07  5.0243
O2 -1.30 0.90 -0.09  -0.0033
H1 -1.76 0.05 -0.31  -0.0001
O3 0.69 -1.48 -0.07  -0.0254
H2 1.17 -2.30 0.02  -0.0021
H3 -0.87 2.23 -1.34  0.0026

Summary:
LUMO energy (alpha / beta)	-0.1924 / -0.1917	Eh
HOMO level (alpha / beta)	-11.69 / -14.08	eV
multiplicity	6
E_tot	-22735.07610	eV
charge	+1

=====

(3)
Below is the molecule H3OP, with properties calculated with the ωB97M-V functional and the def2-TZVPD basis.

Last column: natural (NBO) charge in e.
Cartesian coordinates (Å):
O1 0.50 1.05 0.34  -0.9399
P1 0.22 -0.58 -0.41  0.5751
H1 -0.06 1.63 -0.20  0.4717
H2 0.50 -1.33 0.76  -0.0400
H3 -1.15 -0.76 -0.49  -0.0669

Summary:
LUMO energy	0.0219	Eh
HOMO level	-9.29	eV
energy relative to the best compared isomer or geometry (same formula, charge and spin)	5.8	kcal per mole
E_tot	-11384.02465	eV
charge	0

=====

(4)
Below is a cluster of 2 separate species, H3OP in total, with properties calculated with the ωB97M-V functional and the def2-TZVPD basis.

Last column: Mulliken spin population.
Cartesian coordinates (Å):
O1 0.78 -0.45 -0.75  0.1096
P1 0.08 0.76 0.11  0.9566
H1 1.75 -0.60 -0.51  -0.0055
H2 -1.27 0.47 -0.54  -0.0186
H3 -1.34 -0.18 1.68  0.9579

Summary:
LUMO energy (alpha / beta)	0.0194 / -0.0579	Eh
HOMO level (alpha / beta)	-7.01 / -10.21	eV
multiplicity	3
energy relative to the best compared isomer or geometry (same formula, charge and spin)	18.7	kcal per mole
E_tot	-11380.21632	eV
charge	0

=====

Look up the charge of the fourth one. 0